Entry 1:
The following is a quantum chemistry calculation of a 2-piece molecular cluster, C3H10NO overall, from OMol25.

* 2S+1: 1
* net charge: +1
* Kohn-Sham gap: 8.17 eV
* largest force on an atom: 1.28 eV Å⁻¹
* energy above the lowest of the compared OMol25 structures with the same formula, charge and spin: 131.7 kJ/mol

Structure (XYZ):
```
15
Properties=species:S:1:pos:R:3:nbo_charge:R:1
C -0.355 0.817 -1.228 -0.43
N -0.848 1.877 -2.178 -0.66
H -0.678 -0.140 -1.617 0.24
H -0.587 0.994 -0.199 0.27
H 0.736 0.863 -1.261 0.23
H -1.853 1.840 -2.344 0.44
H -0.714 2.808 -1.795 0.44
H -0.345 1.779 -3.061 0.45
C 1.112 -2.177 2.328 -0.49
C 0.851 -1.128 1.575 0.13
O -0.381 -0.507 1.520 -0.71
H 2.080 -2.602 2.381 0.23
H 0.363 -2.611 2.962 0.20
H 1.541 -0.696 0.868 0.17
H -0.924 -1.116 2.048 0.49
```

=====

Entry 2:
The following is a quantum chemistry calculation of an isolated ion of composition C9H17N3O and charge +2, from OMol25.

* 2S+1: 1
* net charge: +2
* Kohn-Sham gap (alpha / beta): 9.99 / 3.75 eV
* largest force on an atom: 3.35 eV Å⁻¹
* energy above the lowest of the compared OMol25 structures with the same formula, charge and spin: 416.0 kJ/mol

Structure (XYZ):
```
30
Properties=species:S:1:pos:R:3:nbo_charge:R:1
C 2.714 -1.294 0.774 -0.20
C 3.878 -1.754 0.690 0.00
C 3.065 1.033 -0.065 0.39
C -2.519 -1.235 -0.591 -0.43
C -1.208 -0.687 -1.166 -0.42
C -0.568 0.925 0.721 -0.41
C -3.512 -0.137 -0.200 -0.13
C -1.950 0.770 1.391 -0.12
C -0.171 -0.311 -0.098 -0.05
N 2.872 2.135 -0.727 -0.70
N 2.232 0.016 -0.033 -0.22
N 1.103 -0.055 -0.762 -0.46
O -2.988 0.955 0.475 -0.07
H 1.859 -1.658 1.330 0.23
H 4.883 -2.068 0.559 0.26
H 3.963 0.934 0.539 0.25
H -3.017 -1.840 -1.351 0.29
H -2.311 -1.902 0.248 0.24
H -0.779 -1.466 -1.802 0.25
H -1.422 0.182 -1.791 0.23
H -0.620 1.796 0.066 0.24
H 0.165 1.115 1.505 0.26
H -4.022 0.289 -1.074 0.26
H -4.312 -0.601 0.411 0.32
H -2.023 -0.196 1.903 0.23
H -2.062 1.580 2.120 0.27
H -0.058 -1.167 0.592 0.19
H 3.543 2.893 -0.681 0.45
H 2.062 2.276 -1.322 0.43
H 1.200 -0.528 -1.660 0.40
```

=====

Entry 3:
The following is a quantum chemistry calculation of a 15-piece molecular cluster, C18H66N8O15 overall, from OMol25.

* 2S+1: 1
* net charge: 0
* Kohn-Sham gap: 8.09 eV
* largest force on an atom: 7.99 eV Å⁻¹
* energy above the lowest of the compared OMol25 structures with the same formula, charge and spin: 102.4 kJ/mol

Structure (XYZ):
```
107
Properties=species:S:1:pos:R:3:lowdin_charge:R:1
C -0.049 -20.970 11.559 -0.04
C 0.454 -21.324 13.023 -0.23
O 1.019 -20.111 13.518 -0.13
H -0.539 -21.691 11.007 0.04
H 0.774 -20.456 11.003 0.07
H -0.753 -20.145 11.635 0.05
H 1.043 -22.197 13.143 0.10
H -0.393 -21.541 13.627 0.08
H 0.300 -19.500 13.732 0.01
C -1.225 -20.296 16.396 -0.06
C -0.819 -18.917 16.964 -0.33
O -1.882 -18.066 16.986 -0.11
H -0.370 -21.042 16.256 0.10
H -1.758 -20.240 15.498 0.03
H -1.765 -20.871 17.176 0.08
H -0.062 -18.476 16.331 0.08
H -0.552 -18.853 18.027 0.12
H -1.665 -17.194 17.306 0.04
C 1.955 -15.272 15.248 -0.04
C 1.512 -16.291 14.171 -0.25
O 0.628 -15.640 13.225 -0.06
H 1.204 -14.621 15.732 0.04
H 2.704 -14.598 14.778 0.06
H 2.532 -15.807 16.035 0.08
H 1.126 -17.270 14.454 0.08
H 2.345 -16.722 13.668 0.07
H 0.404 -16.264 12.597 0.00
C -0.897 -15.222 18.777 -0.65
O -0.193 -15.329 19.931 -0.10
N -2.087 -14.721 18.687 0.16
N -0.516 -15.660 17.610 0.15
H -2.585 -14.553 19.620 0.16
H -2.550 -14.703 17.821 0.01
H 0.471 -15.823 17.608 0.06
H -0.975 -15.524 16.671 0.06
C 5.482 -16.270 13.786 -0.60
O 5.107 -15.254 14.608 -0.06
N 5.932 -17.485 14.149 0.16
N 5.549 -16.098 12.548 0.16
H 5.834 -17.545 15.204 0.14
H 5.994 -18.410 13.707 0.13
H 5.323 -15.151 12.247 0.15
H 5.981 -16.747 11.871 0.16
C -2.182 -17.875 13.506 -0.56
O -0.966 -18.474 13.721 -0.08
N -2.519 -17.267 12.384 0.19
N -3.063 -17.761 14.475 0.12
H -1.827 -17.268 11.587 0.12
H -3.453 -16.770 12.226 0.17
H -2.863 -18.196 15.396 0.11
H -4.030 -17.882 14.125 0.16
C -2.348 -14.493 15.499 -0.61
O -1.988 -13.271 15.057 -0.04
N -1.698 -15.613 15.206 0.14
N -3.385 -14.696 16.282 0.12
H -0.862 -15.553 14.675 0.08
H -2.261 -16.486 14.953 0.06
H -3.976 -13.817 16.442 0.18
H -3.880 -15.624 16.369 0.16
C 3.304 -19.337 15.534 -0.18
O 3.564 -20.363 14.591 -0.13
H 3.987 -19.645 16.322 0.08
H 2.264 -19.378 15.991 0.09
H 3.403 -18.338 15.213 0.03
H 2.742 -20.396 14.081 0.02
C 3.074 -18.284 11.428 -0.12
O 3.070 -16.914 11.051 -0.11
H 3.208 -18.369 12.482 0.06
H 3.769 -18.924 11.057 0.06
H 2.167 -18.773 11.155 0.04
H 3.824 -16.496 11.456 0.02
C 0.363 -11.785 14.205 -0.19
O 1.382 -11.011 13.652 -0.10
H -0.008 -11.158 15.019 0.08
H 0.598 -12.729 14.682 0.04
H -0.543 -11.836 13.596 0.07
H 1.634 -11.282 12.774 0.03
C 3.897 -12.071 15.083 -0.14
O 4.366 -13.206 15.792 -0.16
H 3.212 -11.553 15.729 0.07
H 3.414 -12.421 14.258 0.02
H 4.708 -11.405 14.816 0.08
H 4.802 -13.829 15.181 -0.01
C 1.128 -12.828 17.398 -0.18
O 1.193 -11.435 17.598 -0.12
H 1.315 -13.395 18.276 0.06
H 1.917 -12.975 16.662 0.05
H 0.190 -13.177 16.980 0.06
H 0.280 -11.155 17.921 0.12
C 2.428 -17.084 18.734 -0.11
O 2.289 -15.687 18.401 -0.16
H 3.259 -17.508 18.183 0.06
H 1.518 -17.640 18.413 0.07
H 2.705 -17.303 19.771 0.08
H 3.007 -15.108 18.656 0.10
C 1.875 -13.498 11.529 -0.15
O 2.424 -12.233 11.198 -0.12
H 0.810 -13.598 11.339 0.09
H 2.007 -13.779 12.564 0.06
H 2.360 -14.321 11.031 0.06
H 2.306 -11.979 10.254 0.11
C 0.608 -17.421 9.332 -0.11
O 0.106 -17.382 10.700 -0.18
H -0.139 -17.079 8.569 0.09
H 0.747 -18.499 9.093 0.08
H 1.562 -16.812 9.196 0.09
H 0.730 -17.738 11.360 0.04
```

=====

Entry 4:
The following is a quantum chemistry calculation of one molecule with the formula C5H10O2, from OMol25.

* 2S+1: 1
* net charge: 0
* Kohn-Sham gap: 7.76 eV
* largest force on an atom: 0.57 eV Å⁻¹
* energy above the lowest of the compared OMol25 structures with the same formula, charge and spin: 526.5 kJ/mol

Structure (XYZ):
```
17
Properties=species:S:1:pos:R:3:nbo_charge:R:1
C 2.001 -0.171 -0.646 -0.63
C 0.940 0.362 0.317 0.00
O 0.055 1.126 -0.537 -0.55
C -1.254 1.156 -0.032 -0.10
C -1.824 -0.280 0.033 -0.08
C 0.144 -0.567 1.188 -0.36
O -0.776 -1.311 0.115 -0.52
H 2.471 0.657 -1.186 0.22
H 1.585 -0.847 -1.408 0.18
H 2.767 -0.712 -0.083 0.21
H 1.426 1.029 1.045 0.18
H -1.850 1.749 -0.737 0.19
H -1.290 1.640 0.952 0.19
H -2.381 -0.433 0.956 0.22
H -2.407 -0.534 -0.854 0.18
H 0.738 -1.368 1.629 0.16
H -0.345 -1.497 -0.751 0.50
```

=====

Entry 5:
The following is a quantum chemistry calculation of C8H20ClFeIrO as an isolated structure, from OMol25.

* 2S+1: 10
* ⟨S²⟩: 24.768
* net charge: -1
* Kohn-Sham gap (alpha / beta): 3.00 / 7.38 eV
* largest force on an atom: 3.58 eV Å⁻¹
* energy above the lowest of the compared OMol25 structures with the same formula, charge and spin: 0.0 kJ/mol

Structure (XYZ):
```
32
Properties=species:S:1:pos:R:3:lowdin_spin:R:1
Ir 0.599 0.130 -3.604 2.51
Cl 1.878 0.803 -1.814 0.37
C -0.622 0.043 -5.153 0.22
C 2.154 -0.573 -4.703 0.31
H -0.265 -0.634 -5.956 0.03
H -1.639 -0.220 -4.811 0.04
H -0.609 1.100 -5.505 0.05
H 1.836 -1.078 -5.630 0.03
H 2.796 -1.223 -4.083 0.03
H 2.717 0.351 -4.955 0.04
Fe -0.178 0.135 -1.293 4.51
C -1.828 1.200 -0.830 0.31
C -0.110 -0.727 0.677 0.33
H -2.518 1.015 -1.671 0.04
H -2.286 0.927 0.141 0.02
H -1.451 2.241 -0.825 0.03
H 0.716 -1.449 0.582 0.04
H -1.084 -1.195 0.850 0.03
C 1.198 -0.803 3.590 0.00
C 0.004 -0.002 3.075 0.01
C -1.246 -0.757 3.474 0.00
C 0.004 1.333 3.815 0.00
O 0.146 0.274 1.670 0.04
H 1.163 -0.815 4.693 0.00
H 2.145 -0.326 3.295 0.00
H 1.156 -1.841 3.257 0.00
H -1.262 -0.792 4.572 0.00
H -2.179 -0.289 3.158 0.00
H -1.261 -1.799 3.147 0.00
H 0.917 1.897 3.585 0.00
H -0.875 1.934 3.545 0.00
H -0.019 1.141 4.887 0.00
```

=====

Which value of net charge does entry 4 give? 0

=====

2S+1 of number 5 (C8H20ClFeIrO)? 10

=====

The lowest net charge belongs to which entry? C8H20ClFeIrO